Arrangement a

20
Properties=species:S:1:pos:R:3 method="wB97M-V/def2-TZVPD" smiles=CN(O)C(C)(C)NO lumo_ev=0.898 gap_ha=0.3778 e_homo_ev=-9.38
C 0.010 -1.802 -1.044
N 0.116 -0.346 -1.010
O -1.170 0.135 -1.752
C -0.043 0.294 0.277
C 0.120 1.817 0.176
C -1.310 -0.042 1.076
N 1.199 -0.313 1.090
O 2.422 0.242 0.566
H -0.122 -2.130 -2.080
H -0.824 -2.201 -0.461
H 0.942 -2.253 -0.691
H -0.770 0.662 -2.467
H 0.300 2.254 1.164
H -0.780 2.283 -0.239
H 0.960 2.098 -0.467
H -2.209 0.290 0.547
H -1.411 -1.112 1.277
H -1.305 0.466 2.047
H 1.143 0.133 2.008
H 2.733 -0.474 -0.017

Arrangement b

20
Properties=species:S:1:pos:R:3 method="wB97M-V/def2-TZVPD" smiles="CC[C@@H](N)C(N)=O.O" lumo_ev=0.746 gap_ha=0.3744 e_homo_ev=-9.44
C 1.967 0.962 -0.885
C 0.770 0.592 -0.027
C -0.333 -0.139 -0.811
N 0.110 -1.362 -1.451
C -1.445 -0.559 0.187
N -2.565 -1.013 -0.440
O -1.399 -0.395 1.392
H 2.615 1.691 -0.404
H 1.593 1.467 -1.792
H 2.501 0.106 -1.259
H 1.056 -0.012 0.834
H 0.343 1.457 0.488
H -0.756 0.626 -1.465
H 0.628 -1.894 -0.758
H 0.691 -1.251 -2.268
H -2.767 -0.728 -1.380
H -3.334 -1.301 0.145
O 0.465 0.460 3.308
H 0.096 1.127 3.893
H -0.232 0.165 2.693

Arrangement c

20
Properties=species:S:1:pos:R:3 method="wB97M-V/def2-TZVPD" smiles="CCC(=O)NCN.O" lumo_ev=0.710 gap_ha=0.3843 e_homo_ev=-9.75
C 0.353 0.087 -1.754
C 0.628 1.058 -0.593
C -0.338 1.101 0.583
O -1.115 2.031 0.759
N -0.095 0.274 1.649
C 0.943 -0.723 1.946
N 1.138 -1.793 1.012
H 0.891 -0.782 -1.415
H -0.765 0.032 -1.796
H 0.720 0.283 -2.731
H 1.589 0.784 -0.097
H 0.826 2.103 -1.004
H -0.553 0.691 2.435
H 1.826 -0.173 1.549
H 0.953 -0.984 3.131
H 0.502 -2.572 1.169
H 0.969 -1.568 0.062
O -3.200 -0.087 -1.755
H -2.507 0.363 -2.260
H -2.766 -0.125 -0.891

Stability, lowest: arrangement a

Arrangement a

20
Properties=species:S:1:pos:R:3 method="wB97M-V/def2-TZVPD" lumo_ev=-4.300 gap_ha=0.1658 e_homo_ev=-8.81
C 0.029 0.842 -0.327
N -0.929 1.502 -0.870
C 1.126 0.537 0.714
O 2.347 0.287 0.252
C 0.161 -0.534 0.249
C 0.850 -1.493 -0.747
N -0.719 -1.143 1.179
H -3.040 2.094 0.063
H -3.498 2.348 0.640
H 0.761 0.976 1.690
H 5.534 1.147 -1.273
H 4.935 0.977 -0.833
H 0.219 -2.406 -0.908
H 1.534 -2.037 -0.013
H 1.298 -1.058 -1.640
H -0.823 -0.677 2.082
H -1.669 -1.093 0.846
H -1.674 0.819 -0.753
H -3.633 -0.795 -0.200
O -2.810 -0.294 -0.152

Arrangement b

20
Properties=species:S:1:pos:R:3 method="wB97M-V/def2-TZVPD" smiles="C[C@H](O)CN.NC=O" lumo_ev=0.802 gap_ha=0.3562 e_homo_ev=-8.89
C 2.071 0.050 0.466
C 0.740 -0.444 -0.047
O 0.664 -1.834 0.108
C 0.326 0.009 -1.417
N 0.785 1.349 -1.728
H 2.110 1.133 0.409
H 2.232 -0.289 1.486
H 2.870 -0.352 -0.160
H -0.144 0.018 0.676
H -0.122 -2.153 -0.352
H -0.838 0.051 -1.324
H 0.684 -0.704 -2.167
H 0.079 2.023 -1.444
H 0.939 1.458 -2.725
N -2.307 -0.606 1.731
C -1.801 0.482 1.057
O -2.159 0.732 -0.106
H -1.922 -0.867 2.623
H -2.684 -1.349 1.161
H -1.523 1.293 1.753

Arrangement c

20
Properties=species:S:1:pos:R:3 method="wB97M-V/def2-TZVPD" smiles="CCCNC(N)=O.O" lumo_ev=0.617 gap_ha=0.3813 e_homo_ev=-9.76
C -1.910 -2.552 -0.192
C -0.552 -2.107 0.292
C -0.642 -0.793 1.057
N -0.445 0.472 0.196
C 0.672 1.323 0.076
N 1.845 1.038 0.916
O 0.609 2.223 -0.760
H -2.586 -1.639 -0.351
H -1.861 -3.161 -1.151
H -2.715 -3.070 0.296
H 0.009 -1.988 -0.529
H -0.057 -2.591 0.947
H -1.554 -0.716 1.615
H 0.192 -0.758 1.775
H -1.249 0.609 -0.444
H 2.010 0.150 1.354
H 2.736 1.532 0.576
O 1.860 4.447 -1.983
H 1.965 3.992 -1.194
H 1.673 3.590 -2.496

Arrangement d

20
Properties=species:S:1:pos:R:3 method="wB97M-V/def2-TZVPD" smiles=CC(C)OC(N)(N)O lumo_ev=0.869 gap_ha=0.3890 e_homo_ev=-9.72
C -2.237 0.340 0.717
C -1.044 0.119 -0.200
C -1.199 -1.135 -1.053
O 0.116 -0.034 0.724
C 1.388 0.162 0.186
N 1.396 1.248 -0.760
N 2.287 0.474 1.267
O 1.835 -0.999 -0.481
H -2.354 -0.509 1.385
H -3.138 0.466 0.119
H -2.086 1.236 1.314
H -0.919 0.996 -0.845
H -2.048 -1.015 -1.724
H -1.362 -2.000 -0.415
H -0.305 -1.307 -1.647
H 2.293 1.715 -0.714
H 1.281 0.894 -1.703
H 2.251 -0.256 1.971
H 2.003 1.337 1.715
H 1.841 -1.732 0.144

Stability, lowest: arrangement a

Arrangement a

20
Properties=species:S:1:pos:R:3 method="wB97M-V/def2-TZVPD" smiles=CC[N@@+]([O-])(O)[C@@H](C)N lumo_ev=0.792 gap_ha=0.3204 e_homo_ev=-7.93
C -0.124 -2.125 1.299
C -0.459 -1.530 -0.032
N -0.495 0.254 0.274
O -1.815 -0.016 -0.043
O -0.465 0.764 1.618
C 0.051 1.337 -0.632
C 1.510 1.602 -0.308
N -0.143 1.016 -2.012
H 0.029 -3.199 1.150
H -0.949 -1.990 1.997
H 0.774 -1.681 1.723
H -1.299 -2.019 -0.515
H 0.374 -1.501 -0.728
H -1.418 0.864 1.795
H -0.579 2.201 -0.386
H 1.853 2.459 -0.886
H 1.635 1.812 0.752
H 2.124 0.736 -0.562
H 0.495 0.300 -2.338
H -1.099 0.714 -2.167

Arrangement b

20
Properties=species:S:1:pos:R:3 method="wB97M-V/def2-TZVPD" smiles="NC[C@H](N)O.CC=O" lumo_ev=0.631 gap_ha=0.3599 e_homo_ev=-9.16
N -1.307 -1.426 -1.490
C -1.878 -0.685 -0.367
C -0.786 -0.309 0.630
N -0.099 -1.434 1.126
O -1.184 0.561 1.577
H -2.018 -1.968 -1.965
H -0.897 -0.793 -2.168
H -2.412 0.232 -0.642
H -2.579 -1.334 0.162
H 0.018 0.382 -0.070
H 0.679 -1.204 1.729
H 0.137 -2.101 0.405
H -0.472 1.323 1.622
C 2.349 0.870 -0.130
C 1.024 1.587 -0.021
O 0.680 2.148 1.052
H 2.345 0.164 -0.962
H 2.579 0.343 0.796
H 3.135 1.606 -0.309
H 0.687 2.039 -0.974

Arrangement c

20
Properties=species:S:1:pos:R:3 method="wB97M-V/def2-TZVPD" lumo_ev="0.689 / 0.690" gap_ha="0.2750 / 0.2751" e_homo_ev="-6.79 / -6.80"
C 1.455 -0.059 0.179
C -0.842 0.142 -0.534
C -0.584 -1.036 0.161
C -1.178 1.449 0.094
N 1.939 0.858 -0.804
N -2.437 -1.128 -0.306
O 1.406 0.523 1.450
O 2.307 -1.205 0.193
H 2.296 0.831 1.700
H 2.013 -1.780 0.911
H -0.685 0.133 -1.605
H 2.923 1.086 -0.626
H 1.905 0.426 -1.721
H -3.184 -0.907 0.348
H -2.764 -1.731 -1.056
H -0.607 -1.048 1.240
H -0.212 -1.909 -0.351
H -2.025 1.904 -0.420
H -0.317 2.114 -0.005
H -1.409 1.338 1.152

Stability, lowest: arrangement a

Arrangement a

20
Properties=species:S:1:pos:R:3 method="wB97M-V/def2-TZVPD" lumo_ev=0.829 gap_ha=0.3826 e_homo_ev=-9.58
N 3.302 0.496 -0.076
C 2.054 0.255 -0.642
O 1.744 -1.021 -0.673
O 1.399 1.155 -1.151
H 3.775 1.311 -0.419
H 3.855 -0.316 0.122
C -1.341 -0.084 -0.585
C -1.201 -0.313 0.928
C -1.578 0.969 1.678
N -0.648 -1.170 -1.313
H -2.421 -0.045 -0.766
H -0.820 0.834 -0.835
H -0.186 -0.640 1.182
H -1.849 -1.142 1.216
H -0.743 1.662 1.732
H -2.448 1.417 1.196
H -1.813 0.796 2.733
H 0.626 -1.040 -0.978
H -0.999 -2.079 -1.034
H -0.709 -1.043 -2.315

Arrangement b

20
Properties=species:S:1:pos:R:3 method="wB97M-V/def2-TZVPD" smiles="[H]/N=C(/C)OC.NCO" lumo_ev=0.905 gap_ha=0.3886 e_homo_ev=-9.67
H -1.889 0.094 -1.468
N -1.316 0.921 -1.610
C -0.598 1.292 -0.670
C 0.524 2.267 -0.724
O -0.672 0.745 0.760
C -1.826 0.026 1.147
H 1.448 1.781 -0.418
H 0.325 3.069 -0.016
H 0.602 2.670 -1.730
H -1.712 -1.025 0.859
H -1.910 0.100 2.231
H -2.741 0.399 0.672
N 1.941 -0.987 0.711
C 1.100 -1.350 -0.391
O 0.164 -2.412 -0.195
H 2.484 -1.768 1.066
H 1.380 -0.546 1.434
H 1.735 -1.563 -1.259
H 0.323 -0.472 -0.349
H 0.637 -3.240 -0.049

Stability, lowest: arrangement b